# C32H42N6OPPdS2

A structure of composition C32H42N6OPPdS2 (the ωB97M-V functional and the def2-TZVPD basis, the OMol25 dataset).

The geometry in XYZ format:
```
85
C32H42N6OPPdS2, DFT the ωB97M-V functional and the def2-TZVPD basis
Pd 0.2148 1.2204 1.8532
S 3.1010 4.2170 -0.4274
C 3.2818 2.4937 -0.7611
C 3.9617 2.0529 -1.8922
C 4.2699 0.7102 -2.0605
C 3.8834 -0.1939 -1.0670
C 3.1859 0.2234 0.0463
C 2.8523 1.5800 0.2333
N 2.2127 2.0101 1.3555
C 1.1620 2.8851 1.2592
C -0.8480 3.2840 0.0870
C -1.6982 4.2037 -0.5225
C -3.0775 4.0499 -0.4075
C -3.5997 3.0014 0.3248
C -2.7309 2.1288 0.9788
C -1.3461 2.2427 0.9060
H 4.2697 2.7850 -2.6304
H 4.8175 0.3764 -2.9332
H 4.1156 -1.2473 -1.1789
H 2.8505 -0.4869 0.7929
H -1.3307 5.0651 -1.0580
H -3.7320 4.7642 -0.8938
H -4.6734 2.8696 0.4041
H -3.1652 1.3274 1.5679
C 1.2834 5.9662 -2.6528
C 0.9669 4.5871 -2.0941
C 1.2778 4.4205 -0.6005
N 0.5939 3.3009 -0.0203
N 1.1101 3.8932 2.2723
C 0.9736 5.1181 2.0030
N 0.8949 6.0522 3.0343
S 0.9340 5.9453 0.4100
H 1.1561 5.9726 -3.7361
H 2.3121 6.2523 -2.4284
H 0.6197 6.7275 -2.2369
H 1.5847 3.8364 -2.5950
H -0.0648 4.3171 -2.3006
H 0.6297 5.6101 3.9031
H 0.3445 6.8696 2.8182
N 1.2768 -0.8798 -3.1643
C 0.4456 -0.5765 -2.0824
N 0.3729 0.7483 -1.7932
O -0.2098 -1.4409 -1.5232
H 2.1441 -0.3600 -3.1794
H 1.4228 -1.8755 -3.2255
H 1.0552 1.3613 -2.2096
H 0.0960 1.0413 -0.8619
C -0.1360 0.9708 5.2092
C -0.9627 -0.2240 4.7096
C -2.3771 0.2764 4.4082
C -1.0016 -1.2733 5.8209
P -0.1400 -0.7329 3.0937
C 1.4326 -1.4749 3.7288
C 2.5893 -0.7108 3.5780
C 3.8182 -1.1734 4.0347
C 3.9161 -2.4166 4.6380
C 2.7750 -3.1948 4.7883
C 1.5498 -2.7252 4.3412
C -1.0676 -2.1508 2.2720
C -1.7939 -3.1631 3.1613
C -0.0429 -2.8792 1.3938
C -2.1055 -1.5032 1.3435
H -0.5817 1.3521 6.1343
H -0.1187 1.7756 4.4695
H 0.8953 0.6829 5.4240
H -2.7967 0.7303 5.3120
H -3.0458 -0.5291 4.1009
H -2.3548 1.0327 3.6220
H -1.4967 -0.8380 6.6955
H 0.0024 -1.5695 6.1258
H -1.5555 -2.1684 5.5408
H 2.5236 0.2520 3.0780
H 4.7002 -0.5592 3.9006
H 4.8751 -2.7844 4.9825
H 2.8395 -4.1708 5.2546
H 0.6766 -3.3475 4.4761
H -1.1319 -3.6993 3.8406
H -2.2650 -3.9098 2.5138
H -2.5861 -2.6980 3.7483
H 0.6473 -3.4824 1.9850
H 0.5243 -2.1741 0.7844
H -0.5740 -3.5330 0.6967
H -2.8433 -0.9220 1.8983
H -2.6317 -2.2933 0.7982
H -1.6294 -0.8491 0.6149
```

The total charge is -1. The multiplicity is 1. The LUMO energy is 2.57 eV. For the energy, the calculation gives -2914.0931 Ha. The energy relative to the best compared isomer or geometry (same formula, charge and spin) is 69.85 kJ/mol.

---

# C32H42N9O6SSeSi2W

A structure of composition C32H42N9O6SSeSi2W at a distorted geometry (the ωB97M-V functional and the def2-TZVPD basis, the OMol25 dataset).

The geometry in XYZ format:
```
94
C32H42N9O6SSeSi2W, DFT the ωB97M-V functional and the def2-TZVPD basis
W 0.4419 -0.4093 0.2156
C -1.6405 -2.5569 3.5630
Si -1.0918 -3.0633 1.8498
C -2.5210 -2.8734 0.6895
C -0.3179 -4.7413 1.6566
N 0.3807 -1.8544 1.4679
C 1.3749 -1.8107 2.4662
C 1.4910 -2.6964 3.5415
C 2.5382 -2.5457 4.4275
C 3.4558 -1.5084 4.2704
C 3.3525 -0.6281 3.2108
C 2.3151 -0.7843 2.2900
N 2.1448 -0.0427 1.0929
Si 3.7890 0.5903 0.3521
C 3.5909 1.1700 -1.4039
C 4.3614 2.0169 1.4275
C 4.8887 -0.9088 0.3905
H -2.6636 -2.1801 3.4983
H -1.0284 -1.8010 4.0522
H -1.6654 -3.4235 4.2235
H -3.3319 -3.4106 1.1908
H -2.3754 -3.3508 -0.2732
H -2.8728 -1.8513 0.5534
H -0.9717 -5.4620 2.1535
H 0.6761 -4.8645 2.0784
H -0.2874 -5.0198 0.6015
H 0.7917 -3.5033 3.6891
H 2.6442 -3.2370 5.2510
H 4.2657 -1.3988 4.9762
H 4.0847 0.1559 3.1044
H 2.6654 1.6865 -1.6388
H 3.7208 0.3594 -2.1167
H 4.4009 1.8802 -1.5810
H 3.8460 2.1472 2.3756
H 4.2642 2.9433 0.8610
H 5.4204 1.8953 1.6571
H 4.6878 -1.5391 -0.4788
H 4.8390 -1.5264 1.2853
H 5.9216 -0.5660 0.2942
O -1.1142 -2.3549 -2.3079
C -1.6865 -1.3941 -1.8882
O -1.1254 -0.6713 -0.8185
C -2.9725 -0.8038 -2.3031
C -3.4471 0.3551 -1.7015
C -4.6583 0.8648 -2.1196
C -5.4205 0.2763 -3.1142
C -4.9102 -0.8770 -3.6893
C -3.7049 -1.4386 -3.3101
N -5.6941 -1.5414 -4.7647
O -6.7778 -1.0717 -5.0070
O -5.2154 -2.5515 -5.2260
N -5.1489 2.0929 -1.4499
O -6.1333 2.6114 -1.9010
O -4.4210 2.5605 -0.5876
H -2.9027 0.8619 -0.9187
H -6.3702 0.6888 -3.4296
H -3.3548 -2.3386 -3.7940
Se 1.9928 -3.0698 -0.9169
N 1.4355 -1.3599 -1.3282
C 1.4456 -1.2405 -2.6736
C 1.0392 -0.1310 -3.4472
C 1.1205 -0.2279 -4.8073
C 1.6125 -1.3843 -5.4854
C 2.0268 -2.4637 -4.7821
C 1.9427 -2.4178 -3.3539
N 2.2735 -3.4397 -2.5949
H 0.6770 0.7727 -2.9814
H 0.8008 0.6134 -5.4085
H 1.6477 -1.3792 -6.5647
H 2.4084 -3.3600 -5.2486
C -3.9205 1.7262 2.6665
C -2.6239 1.4059 3.4206
C -1.6046 0.9054 2.5068
N -0.8457 0.5206 1.7300
H -4.6438 2.1150 3.3799
H -4.3403 0.8325 2.2100
H -3.7615 2.4731 1.8918
H -2.7636 0.6410 4.1898
H -2.2000 2.2869 3.9119
C 0.1844 4.9730 -1.4156
N 0.7676 4.4396 -0.1977
C 1.5308 5.3056 0.7136
C 1.8158 4.3835 1.9106
N 1.4481 3.0702 1.3697
C 0.8182 3.1849 0.2049
S 0.0740 1.9044 -0.6948
H 0.9745 5.2989 -2.0930
H -0.4469 5.8224 -1.1590
H -0.4245 4.2132 -1.8972
H 0.9372 6.1776 0.9825
H 2.4381 5.6418 0.2077
H 1.1881 4.6222 2.7711
H 2.8593 4.3999 2.2167
H 1.5881 2.1881 1.8317
```

The total charge is +3. The multiplicity is 1. The LUMO energy is -10.47 eV. For the energy, the calculation gives -5633.6089 Ha. The energy relative to the best compared isomer or geometry (same formula, charge and spin) is 0.00 kJ/mol.

---

# C32H43AlCl3GeN3O7S6

A structure of composition C32H43AlCl3GeN3O7S6 (the ωB97M-V functional and the def2-TZVPD basis, the OMol25 dataset).

The geometry in XYZ format:
```
96
C32H43AlCl3GeN3O7S6, DFT the ωB97M-V functional and the def2-TZVPD basis
Al 0.0474 -0.2212 -0.2917
C 3.9298 0.7670 0.0308
C 3.3472 0.1765 -1.2473
C 3.8780 0.9523 -2.4473
C 3.6787 -1.3007 -1.3874
O 1.9011 0.3068 -1.2027
Ge 0.8137 1.0023 -2.5422
O -0.2114 1.5034 -0.9087
C -0.9548 2.7446 -0.7291
C -2.3144 2.4276 -0.1261
C -1.1345 3.4055 -2.0881
C -0.1419 3.6369 0.1963
O -0.1423 -0.6777 -2.0493
C -0.9922 -1.3990 -2.9880
C -2.1551 -0.4896 -3.3571
C -0.1377 -1.7287 -4.2035
C -1.4896 -2.6742 -2.3320
H 5.0132 0.8426 -0.0640
H 3.5319 1.7687 0.1960
H 3.7151 0.1478 0.8993
H 4.9647 0.8797 -2.4824
H 3.4938 0.5515 -3.3881
H 3.6157 2.0107 -2.3798
H 4.7582 -1.4520 -1.3766
H 3.2502 -1.8712 -0.5641
H 3.2852 -1.6955 -2.3245
H -2.8647 1.7332 -0.7612
H -2.2211 1.9923 0.8672
H -2.8964 3.3465 -0.0450
H -1.6440 2.7339 -2.7812
H -1.7458 4.3004 -1.9788
H -0.1814 3.7099 -2.5244
H -0.0458 3.1763 1.1798
H 0.8545 3.8124 -0.2106
H -0.6344 4.6015 0.3246
H -1.8035 0.4058 -3.8752
H -2.8481 -1.0068 -4.0198
H -2.6988 -0.1862 -2.4610
H 0.2398 -0.8233 -4.6844
H 0.7073 -2.3554 -3.9175
H -0.7309 -2.2674 -4.9418
H -2.1696 -2.4627 -1.5086
H -2.0290 -3.2638 -3.0730
H -0.6601 -3.2706 -1.9561
O -1.6064 -1.8975 2.2498
N -1.2611 -1.4571 1.2146
O -0.4949 -2.0530 0.3879
O -1.5246 -0.2565 0.8177
Cl 0.1905 -5.4086 6.0855
C 0.4854 -3.7081 5.9658
C -0.4708 -2.8796 5.4044
C -0.2084 -1.5223 5.3284
C 0.9847 -0.9706 5.7865
C 1.1901 0.5212 5.6411
C 2.2743 0.8722 4.6100
N 2.0155 0.2058 3.3398
C 2.3997 -1.0785 3.0347
C 1.8508 -1.3647 1.8286
N 1.1556 -0.2574 1.3818
C 1.2698 0.6551 2.3294
O 1.5596 1.1025 6.8715
C 0.7413 2.1912 7.2622
C -0.7000 1.8164 7.4726
C -1.1596 0.7200 8.1435
Cl -0.2401 -0.4851 8.9425
S -2.8713 0.6481 8.2057
C -3.0057 2.1204 7.3479
C -1.7859 2.6220 7.0186
C 1.9245 -1.8378 6.3317
Cl 3.4627 -1.2581 6.8996
C 1.6852 -3.1979 6.4337
H -1.4012 -3.2883 5.0386
H -0.9493 -0.8623 4.8980
H 0.2330 0.9269 5.2962
H 3.2443 0.5340 4.9684
H 2.3235 1.9493 4.4523
H 2.9926 -1.6687 3.7098
H 1.8909 -2.2796 1.2665
H 0.8431 1.6420 2.3008
H 0.7874 2.9984 6.5189
H 1.1883 2.5664 8.1842
H -3.9776 2.5333 7.1353
H -1.6420 3.5459 6.4768
H 2.4279 -3.8496 6.8693
C -3.1010 4.5504 3.2417
S -4.6245 3.7384 2.7228
C -4.5793 2.1046 3.2725
C -3.5098 1.2517 3.5859
S -1.8862 1.6025 3.5486
S -4.0071 -0.3759 4.0210
C -5.7198 -0.1922 3.8544
S -6.8123 -1.3485 4.1562
S -6.1701 1.4311 3.3942
H -3.3232 5.6090 3.1101
H -2.2601 4.2589 2.6236
H -2.8885 4.3435 4.2864
```

The total charge is +1. The multiplicity is 2. Its expectation value of S² is 0.7760. The LUMO energy (alpha / beta) is -2.39 / -4.60 eV. For the energy, the calculation gives -8025.0982 Ha. The energy relative to the best compared isomer or geometry (same formula, charge and spin) is 62.09 kJ/mol.